An isolated molecule of C5H13NS at a distorted geometry. Source: the OMol25 dataset; level of theory: ωB97M-V with the def2-TZVPD basis set.

The geometry in XYZ format:
```
20
Properties=species:S:1:pos:R:3:forces:R:3
S 1.942 0.384 0.054 1.163 1.650 -0.662
N -1.360 0.793 -0.372 1.326 2.878 -1.529
C -1.004 -0.477 -1.051 -1.922 -0.020 -2.634
C -0.042 -1.047 1.286 -0.702 0.146 1.941
C 1.329 -0.244 1.573 -0.295 -3.596 1.941
C -2.204 1.743 -1.211 -2.855 1.728 -0.035
C -0.599 -1.615 -0.113 3.036 3.856 0.574
H -1.294 -2.331 0.075 -2.750 -1.485 0.948
H -2.262 1.565 -2.315 0.494 -0.334 0.761
H -0.266 -0.314 -1.859 0.358 0.066 0.750
H -3.363 1.750 -0.901 2.489 -0.427 -0.366
H -0.760 -0.399 1.901 0.172 -1.213 -1.587
H 2.322 -0.767 -0.531 -0.175 0.005 0.379
H -0.457 1.384 -0.387 -1.466 -1.669 0.612
H 0.140 -2.222 -0.610 0.884 0.061 -0.159
H -1.995 2.939 -1.173 0.289 -3.000 0.484
H 0.037 -1.976 1.855 0.099 0.061 0.374
H 1.267 0.332 2.585 -0.178 0.122 -2.572
H -1.863 -0.781 -1.777 0.751 0.301 1.722
H 2.067 -1.027 1.972 -0.719 0.870 -0.943
```
Positions in Å, forces in eV/Å.

Values from the calculation:
- LUMO: 0.02878 Ha
- Total energy: -17718.32287 eV
- Structure (SMILES): CNCCCCS
- Kohn-Sham gap: 9.6 eV

=====

A cluster of 2 separate species, C5H7NOS2 in total at a distorted geometry. Source: the OMol25 dataset; level of theory: ωB97M-V with the def2-TZVPD basis set.

The geometry in XYZ format:
```
16
Properties=species:S:1:pos:R:3:forces:R:3
S -2.934 -0.939 0.288 0.017 -0.622 0.228
S -2.293 0.484 -2.361 0.054 -0.283 -0.105
O 0.447 -0.286 -1.583 -0.654 1.315 1.404
N 0.426 -0.133 -0.190 0.498 -0.470 0.590
C -0.398 1.284 1.615 0.622 -3.564 -1.784
C -0.016 0.984 0.224 -1.390 1.947 -2.346
C -2.487 -0.319 -1.049 -0.888 0.786 -0.523
C 1.421 -1.183 -1.982 -0.500 -2.092 2.331
C -0.822 0.309 2.389 -0.777 0.157 2.654
H -1.008 -0.730 2.151 0.487 0.174 -0.315
H 2.377 -0.924 -1.728 2.611 1.690 0.658
H 1.348 -1.131 -3.000 -0.202 -0.781 -2.755
H -0.371 1.775 -0.556 0.938 -1.257 1.166
H -1.089 0.603 3.439 0.122 -0.460 -1.003
H 1.440 -2.192 -1.472 -1.194 0.595 -0.889
H -0.426 2.231 1.975 0.257 2.866 0.689
```
Positions in Å, forces in eV/Å.

Values from the calculation:
- LUMO: 0.00185 Ha
- Total energy: -30502.55236 eV
- Kohn-Sham gap: 9.1 eV

=====

An isolated molecule of C3H3N3 at a distorted geometry. Source: the OMol25 dataset; level of theory: ωB97M-V with the def2-TZVPD basis set.

The geometry in XYZ format:
```
9
Properties=species:S:1:pos:R:3:forces:R:3
N 0.718 0.589 -0.913 -0.092 -0.004 -0.185
N -0.123 1.371 2.226 0.150 -0.784 -0.816
N -1.905 -1.686 -0.316 0.947 0.679 0.211
C -0.976 -1.041 -0.078 -0.813 -0.554 -0.230
C 0.254 -0.240 0.181 0.050 -0.049 0.126
C 0.039 0.632 1.353 -0.158 0.670 0.824
H 1.044 -0.957 0.434 -0.104 0.115 0.010
H 0.921 0.037 -1.738 -0.052 0.009 0.081
H 0.028 1.295 -1.150 0.072 -0.081 -0.022
```
Positions in Å, forces in eV/Å.

Values from the calculation:
- LUMO: 0.01341 Ha
- Total energy: -7628.64621 eV
- Structure (SMILES): N#CC(N)C#N
- Kohn-Sham gap: 11.6 eV

=====

A cluster of 2 separate species, C6H11O in total at a distorted geometry. Source: the OMol25 dataset; level of theory: ωB97M-V with the def2-TZVPD basis set.

The geometry in XYZ format:
```
18
Properties=species:S:1:pos:R:3:forces:R:3
O -0.250 -0.795 -0.976 -0.131 -0.448 -0.027
C 1.536 1.070 -0.711 0.001 0.846 0.232
C 0.461 1.288 1.478 0.329 0.881 0.521
C 0.986 1.846 0.231 -0.012 -0.878 -0.296
C -1.518 -2.788 -0.581 0.104 -0.060 0.859
C -0.873 -1.835 -1.591 0.371 0.694 -0.132
C 0.105 2.075 2.501 0.229 -0.457 0.034
H -0.751 -3.198 0.089 0.159 -0.203 -0.332
H 1.716 1.486 -1.697 0.329 -0.068 0.079
H 0.368 0.215 1.586 0.059 -0.083 -0.366
H -0.215 1.632 3.438 -0.160 0.188 -0.028
H 0.228 3.152 2.446 -0.142 0.015 0.037
H 0.826 2.906 0.060 -0.148 0.004 -0.061
H 1.778 0.038 -0.532 -0.359 -0.187 -0.148
H -1.670 -1.479 -2.289 -0.247 -0.146 -0.039
H -2.107 -2.193 0.128 -0.274 0.110 -0.327
H -0.176 -2.403 -2.270 -0.179 -0.250 0.198
H -2.140 -3.607 -0.964 0.071 0.044 -0.206
```
Positions in Å, forces in eV/Å.

Values from the calculation:
- LUMO: 0.14913 Ha
- Total energy: -8445.81772 eV
- Charge: -1
- Kohn-Sham gap: 6.5 eV

=====

An isolated molecule of C6H8N3OP at a distorted geometry. Source: the OMol25 dataset; level of theory: ωB97M-V with the def2-TZVPD basis set.

The geometry in XYZ format:
```
19
Properties=species:S:1:pos:R:3:forces:R:3
P 1.866 -1.499 -0.075 0.079 0.150 0.356
O 3.201 -0.573 -0.332 0.206 -0.256 -0.274
N -1.118 -1.453 0.061 0.132 -0.160 0.144
N 0.886 -0.099 -0.142 -5.690 -0.402 0.189
N -1.402 0.898 -0.186 0.327 0.152 0.035
C 1.578 1.160 -0.238 0.087 0.068 -0.076
C -3.298 -0.533 -0.087 0.144 0.011 0.025
C -2.429 -1.611 0.048 -0.402 0.059 -0.049
C 3.018 0.765 0.107 0.024 0.357 0.153
C -2.715 0.722 -0.193 -0.364 -0.194 0.008
C -0.710 -0.209 -0.063 5.721 0.368 -0.615
H -3.309 1.620 -0.301 -0.121 0.011 0.021
H -4.366 -0.664 -0.107 -0.105 -0.017 0.003
H 1.508 1.571 -1.252 0.012 0.057 0.091
H 3.172 0.824 1.193 0.014 -0.070 -0.087
H 1.177 1.892 0.469 0.080 0.011 -0.045
H -2.780 -2.633 0.134 -0.120 0.036 0.026
H 3.763 1.380 -0.399 -0.086 0.010 0.088
H 1.959 -1.557 1.363 0.063 -0.191 0.006
```
Positions in Å, forces in eV/Å.

Values from the calculation:
- LUMO: 0.01951 Ha
- Total energy: -22157.88079 eV
- Structure (SMILES): c1cnc(N2CCOP2)nc1
- Kohn-Sham gap: 8.7 eV

=====

A cluster of 2 separate species, C4H13N2O2 in total at a distorted geometry. Source: the OMol25 dataset; level of theory: ωB97M-V with the def2-TZVPD basis set.

The geometry in XYZ format:
```
21
Properties=species:S:1:pos:R:3:forces:R:3
O 1.548 -3.378 0.166 -0.039 0.214 0.173
O 1.479 0.810 0.969 -0.131 -0.109 0.101
N -1.086 1.584 1.509 -0.716 0.612 1.826
N -0.016 -0.885 -0.626 0.728 0.153 2.929
C 1.640 1.064 -0.332 0.249 0.336 -0.868
C 0.671 0.248 -1.316 -0.012 -1.940 -0.910
C -1.726 0.906 0.437 0.356 0.352 -2.183
C -1.328 -0.559 -0.022 -0.804 0.687 -1.020
H 1.546 2.197 -0.580 0.102 -1.137 -0.117
H -1.405 1.677 -0.328 -1.110 -1.385 -0.454
H -2.854 0.809 0.464 1.015 0.721 0.364
H -2.050 -0.910 -0.802 -0.122 0.680 0.511
H -1.569 -1.160 0.853 0.517 -0.507 0.162
H -1.369 1.415 2.476 0.454 -0.391 -0.665
H -0.076 1.741 1.351 -0.257 -0.917 0.432
H 1.752 -2.438 0.051 0.294 -0.225 -0.104
H 0.526 -1.057 0.291 -0.285 0.972 -1.855
H 2.626 0.710 -0.714 0.312 0.531 0.025
H -0.071 0.810 -1.863 -0.564 0.657 0.279
H 1.171 -0.274 -2.225 0.096 0.898 1.528
H 0.591 -3.311 0.243 -0.082 -0.203 -0.154
```
Positions in Å, forces in eV/Å.

Values from the calculation:
- LUMO: 0.14949 Ha
- Total energy: -11432.53112 eV
- Charge: -1
- Kohn-Sham gap: 7.2 eV

=====

A cluster of 2 separate species, H4NP in total at a distorted geometry. Source: the OMol25 dataset; level of theory: ωB97M-V with the def2-TZVPD basis set.

The geometry in XYZ format:
```
6
Properties=species:S:1:pos:R:3:forces:R:3
P -0.288 -0.378 -0.788 -1.465 0.612 -1.785
N 0.163 0.110 0.747 1.837 2.068 0.092
H -1.764 -0.388 -0.729 0.904 -0.590 0.649
H -0.614 0.915 -1.516 0.975 -0.926 1.041
H 0.396 -0.479 1.518 -0.429 -1.043 0.238
H 2.107 0.220 0.768 -1.821 -0.121 -0.236
```
Positions in Å, forces in eV/Å.

Values from the calculation:
- LUMO (spin up / spin down): -0.04753 / -0.02626 Ha
- Total energy: -10838.64069 eV
- Kohn-Sham gap (spin up / spin down): 7.5 / 8.3 eV

=====

An isolated molecule of C4H5NO. Source: the OMol25 dataset; level of theory: ωB97M-V with the def2-TZVPD basis set.

The geometry in XYZ format:
```
11
Properties=species:S:1:pos:R:3:forces:R:3
O 0.757 -1.503 0.716 0.012 0.426 -0.203
N 1.968 0.082 -0.376 0.035 -0.065 -0.003
C -0.353 0.534 0.171 0.077 0.527 0.096
C -1.718 -0.100 0.083 -0.152 -0.011 0.001
C -0.079 1.798 0.344 -0.176 -0.676 -0.107
C 0.842 -0.407 0.203 0.157 -0.246 0.057
H 1.946 0.925 -0.928 -0.044 -0.126 0.103
H 2.783 -0.511 -0.404 -0.104 0.072 0.026
H -1.826 -0.619 -0.874 0.028 0.085 0.137
H -2.515 0.640 0.178 0.137 -0.093 -0.001
H -1.806 -0.839 0.885 0.031 0.107 -0.107
```
Positions in Å, forces in eV/Å.

Values from the calculation:
- LUMO: -0.02494 Ha
- Total energy: -7763.45695 eV
- Kohn-Sham gap: 9.7 eV